No. 1
C7H6N2O4S2 | wB97M-V/def2-TZVPD

XYZ file:
```
21
C7H6N2O4S2, DFT wB97M-V/def2-TZVPD
S 3.40995 0.69491 -1.10236
S -0.21890 -1.80836 1.11047
O 2.27257 -0.04410 1.04569
O 4.57034 -0.15394 1.18531
O -3.04875 0.90548 -1.31402
O -1.28030 2.15097 -0.89157
N -1.87772 1.10584 -1.00538
N 1.67281 0.53385 -1.06683
C -0.15997 -0.00705 0.44274
C -1.21380 -2.32420 -0.24727
C -0.99319 -0.03869 -0.89386
C -1.65056 -1.43381 -1.13792
C 3.55584 0.09914 0.60058
C 1.29645 0.19330 0.12249
C -0.50894 1.03501 1.55285
H -2.24499 -1.50331 -2.03154
H -1.58848 1.06054 1.80485
H -1.46540 -3.34737 -0.25528
H -0.34796 2.05766 1.27562
H -0.30402 -0.19406 -1.69905
H 0.12502 1.01818 2.50449
```

* Kohn-Sham gap (spin up / spin down): 4.48 / 4.43 eV
* molar mass: 246.3 g mol⁻¹
* largest force on an atom: 4.91 eV Å⁻¹
* multiplicity: 3



No. 2
C5H12O | wB97M-V/def2-TZVPD

XYZ file:
```
18
C5H12O, DFT wB97M-V/def2-TZVPD
O -0.24013 -0.22487 -2.76368
C 0.68150 0.41689 0.65728
C -0.66376 1.05137 -1.18809
C 0.87363 -0.16651 2.05727
C 1.14612 -0.44405 -0.50711
C -0.76644 0.64371 0.24981
H 1.19748 1.39016 0.61659
H -1.59042 1.18488 -1.73785
H -1.32426 -0.29835 0.33917
H 0.09323 1.80110 -1.40005
H 2.23155 -0.45674 -0.66263
H -1.34373 1.40204 0.81192
H 0.79608 -1.47887 -0.36907
H 1.93424 -0.36270 2.25076
H 0.45797 -0.37664 -1.97208
H 0.50874 0.50860 2.84250
H 0.21533 0.32658 -3.42340
H 0.33796 -1.11938 2.15354
```

* Kohn-Sham gap (spin up / spin down): 7.53 / 7.52 eV
* molar mass: 88.1 g mol⁻¹
* largest force on an atom: 0.40 eV Å⁻¹



No. 3
C11H12FeN2P | wB97M-V/def2-TZVPD

XYZ file:
```
27
C11H12FeN2P, DFT wB97M-V/def2-TZVPD
Fe -0.97263 -0.59098 -0.26858
P -2.48447 0.29889 -1.53224
N 0.52679 0.64126 0.13591
N 0.29289 4.03136 3.56659
C -0.19060 -2.67903 1.16092
C 0.92571 -2.71397 0.27265
C 0.45807 -2.80608 -1.06745
C -1.39766 -2.67416 0.37083
C 0.34314 1.34534 1.29129
C 0.94161 2.59277 1.46791
C 1.47769 1.05188 -0.74034
C 1.82299 3.08517 0.49657
C -0.97851 -2.72999 -1.05050
C 2.12588 2.28140 -0.60138
C 0.59834 3.40187 2.62632
H -1.64923 -2.90756 -1.89212
H -2.41974 -2.79928 0.72958
H 1.06573 -2.93260 -1.96206
H 2.82702 2.61465 -1.37001
H 1.67093 0.38633 -1.57718
H -2.50036 -0.21756 -2.88733
H -2.41930 1.74378 -1.66038
H -3.78748 -0.00156 -0.96416
H 1.97329 -2.70332 0.57698
H -0.33597 0.91798 2.02610
H 2.25197 4.08106 0.60348
H -0.16611 -2.71764 2.24861
```

* Kohn-Sham gap (spin up / spin down): 4.73 / 7.99 eV
* molar mass: 259.0 g mol⁻¹
* largest force on an atom: 3.79 eV Å⁻¹
* multiplicity: 6



No. 4
C41H114CrN5O15 | wB97M-V/def2-TZVPD

XYZ file:
```
176
C41H114CrN5O15, DFT wB97M-V/def2-TZVPD
Cr 1.11995 0.89116 0.40026
O 5.53161 1.10857 -5.07846
O 2.63149 -0.01368 -0.44987
O 1.24949 -2.85147 -1.14449
O 1.55339 -2.38791 4.34656
O -1.03594 4.69167 -2.70653
O 2.71322 2.29440 0.93296
O -0.10971 -0.64218 0.06137
O -5.16972 -0.13901 1.11779
O -3.79396 -5.03045 -1.80666
O -0.82934 4.50734 1.97787
O 0.99457 2.05642 4.14502
O 4.87798 0.86767 -0.31175
O -1.12659 -2.17938 2.07809
O 0.13917 -0.79078 -2.92827
O -0.17756 1.97783 1.43453
N 0.92829 1.70670 -1.53094
N 1.50292 -0.20791 2.18707
N -3.21229 -7.22293 -3.29820
N -7.43706 -0.24047 3.13494
N 3.55081 3.13434 -2.49085
C -0.14664 4.01235 -1.83816
C -2.10928 4.93398 1.52922
C -6.72763 0.89273 2.72387
C -2.08601 6.51713 1.50640
C -2.63176 -5.92522 -3.68480
C 3.00440 4.72442 0.57122
C -2.77925 -3.85752 2.48545
C -5.59402 1.21673 3.65897
C 4.63399 0.06797 -5.35440
C -0.56822 -2.66571 -4.41380
C 5.56643 -1.29118 0.52090
C -1.32376 1.37750 4.62218
C 1.03880 -4.24433 -0.85390
C -0.24692 -1.15986 -4.31332
C 0.86901 -0.63534 -5.23103
C -4.78121 -4.11636 -1.38624
C -3.58225 -4.85447 -3.19345
C 0.57040 0.60690 5.99465
C -6.20005 0.80039 1.26974
C 0.05634 1.73623 5.15249
C -4.38158 -0.07109 -0.07188
C 1.45011 -5.04964 -2.06946
C 5.26898 1.73790 -3.80655
C 1.97655 -2.53463 2.99414
C 0.54461 -3.34814 4.60831
C -1.13533 6.08565 -2.45173
C 3.85289 3.53689 2.66743
C 5.98494 0.09795 0.03199
C 3.73075 2.19916 -3.58672
C -2.56887 -2.39670 2.10365
C -3.16319 -1.45279 2.97912
C 6.74404 0.84307 1.08454
C -1.52011 1.88600 -1.95290
C -0.15698 2.48127 -2.20624
C 3.60177 -0.59768 3.42596
C 2.59539 -1.24673 2.47226
C -2.37495 -5.98190 -5.16810
C -0.42807 -4.47045 -0.48006
C -3.13489 4.50206 2.55542
C 2.84706 3.58716 1.55658
C 3.12278 2.84239 -4.81342
H -2.62404 -8.01296 -3.48907
H -2.25088 4.48686 0.51611
H -3.59045 -0.78441 -0.08464
H -1.57735 6.32844 -1.48296
H -0.57657 -5.46328 -0.11575
H -0.37605 -3.08546 4.03707
H 2.65136 5.74779 0.89838
H -2.08528 6.86045 2.51134
H -5.00207 0.34119 3.60830
H 0.84313 -4.31757 4.24331
H 3.57996 0.29276 -5.43419
H 0.65896 -5.02354 -2.85709
H 6.74949 1.95470 0.88656
H 2.29044 3.49811 -4.39542
H 0.57772 -0.60529 2.46675
H -0.63041 3.65397 1.69617
H 5.07569 -0.36797 -6.28133
H -8.30885 -0.48937 2.63306
H -3.00270 6.85799 1.10897
H -0.96194 -1.66602 1.24083
H 5.50427 0.96790 -2.99483
H -2.07807 -4.45799 1.89668
H 3.51109 1.86552 0.59821
H -4.53707 -4.99702 -3.76147
H -3.90191 0.95681 -0.06590
H -5.08855 2.09941 3.46371
H -2.25042 2.30213 -2.66202
H -4.35410 -3.08128 -1.32254
H 4.76846 -0.67305 -4.55821
H 2.80270 2.14877 -5.55383
H 0.86080 4.42100 -1.94588
H 1.55072 0.91436 6.33991
H 1.82401 3.78523 1.94489
H -3.11299 3.43840 2.81402
H -3.26924 -6.31302 -5.73571
H -1.14619 -0.61467 -4.51160
H -0.52579 -0.37022 -0.77822
H 5.24166 -1.96792 -0.22845
H 0.67118 -0.93037 -6.22742
H 3.17945 1.28643 -3.33218
H 0.93385 0.46021 -5.12294
H -1.60863 1.94154 3.75975
H -5.88128 1.79234 0.94926
H 0.85682 -2.18699 -0.53166
H -5.94296 1.25810 4.69200
H 0.07588 2.48252 -3.31738
H -1.14498 -2.80541 -5.27355
H -3.21438 -3.76228 -3.29249
H 3.70893 4.45620 3.24347
H -1.51301 0.82336 -2.15663
H 2.48105 -0.91807 -0.74705
H 5.91202 2.59637 -3.69248
H -3.74649 -4.20321 2.15781
H 4.41199 -1.36183 3.58424
H 1.66727 2.28998 -1.88199
H 4.91035 -1.19223 1.41133
H 0.24170 -3.34390 -4.39684
H -2.73846 -1.62835 3.98827
H 1.07397 0.79441 -2.09077
H -3.05508 -0.40500 2.76761
H 0.63139 -0.35488 5.49556
H 0.28726 -3.42709 5.73634
H -1.01110 -4.33104 -1.39119
H 1.10802 -2.81865 2.40124
H 3.05646 -1.51930 1.53094
H -1.31584 0.32808 4.25999
H 7.77794 0.42614 1.10973
H -0.04027 0.57354 6.88749
H 4.02850 2.76053 -1.67894
H 1.86555 -1.03221 -5.09363
H 4.92613 3.45006 2.22326
H -0.77539 -3.75498 0.29136
H 4.02703 4.82545 0.26908
H -1.06932 -2.96757 -3.52821
H -0.15746 6.51775 -2.62719
H -3.02945 5.00759 3.52012
H 6.42019 -1.76329 0.96149
H -5.08513 -4.49166 -0.40764
H -0.40505 4.09231 -0.75276
H 2.72356 -3.31029 2.85737
H 0.60132 -1.53294 -2.48967
H -2.79864 -4.06166 3.52157
H 0.58927 2.39393 3.30331
H -1.64931 -5.81935 -3.22201
H -5.62098 -4.07165 -2.19077
H -1.18663 6.86627 0.99333
H -1.46198 -6.52873 -5.45154
H 2.42680 -4.66794 -2.51701
H 4.02164 0.36126 -0.49344
H 1.56368 0.58764 2.85942
H 3.88756 4.06111 -2.69000
H -1.97079 1.97850 -0.91734
H 4.13546 0.29470 3.09065
H -2.25649 -4.94654 -5.49288
H -6.93438 -1.10127 3.05085
H -2.94882 -2.13150 1.10377
H 6.64804 -0.08918 -0.86199
H 1.59104 -6.13669 -1.84268
H 3.77885 2.60646 3.29252
H -0.06237 2.58179 5.80238
H -2.08999 1.40294 5.41293
H -7.12733 0.59948 0.64549
H -3.29846 -7.30389 -2.28781
H -4.22636 -1.53282 3.23773
H -4.94462 -0.21624 -0.99295
H 6.28893 0.67745 2.02666
H 1.62667 -4.57466 -0.00152
H 2.47314 4.45920 -0.38368
H -1.91358 6.44174 -3.19244
H 3.93500 3.42168 -5.28841
H 3.18195 -0.41576 4.44073
H -0.89154 1.36231 1.74602
H -4.19490 4.67195 2.18814
H -7.37291 1.76138 2.69192
```

* Kohn-Sham gap (spin up / spin down): 9.64 / 9.66 eV
* molar mass: 969.4 g mol⁻¹
* largest force on an atom: 4.93 eV Å⁻¹
* multiplicity: 4



No. 5
C23H14Cl48F7N3O4P2 | wB97M-V/def2-TZVPD

XYZ file:
```
101
C23H14Cl48F7N3O4P2, DFT wB97M-V/def2-TZVPD
Cl -0.09701 5.63955 1.23227
Cl 10.46402 -7.23593 -1.26411
Cl -8.85564 -2.94463 -3.32854
Cl 4.22198 -7.17476 -4.79236
Cl 7.67273 -7.23362 -0.54552
Cl 1.79343 10.43942 -4.26423
Cl -0.46285 12.44562 3.47475
Cl -7.14834 -1.74836 -1.34410
Cl -6.35303 4.62781 -0.57609
Cl -9.04459 -9.32195 -0.87357
Cl 9.69637 -7.21848 1.51656
Cl 0.33114 -6.64854 -3.52369
Cl -1.28924 4.60341 -2.26117
Cl -6.30967 2.18871 0.96484
Cl -7.14793 -4.98647 0.03328
Cl -1.41339 4.57080 -5.13611
Cl -6.56379 -8.33137 0.21317
Cl -0.38863 13.25323 0.70500
Cl -5.34740 -5.37839 5.50981
Cl -5.50755 4.68001 2.18188
Cl 2.05957 12.59206 2.07988
Cl -4.46142 -6.10080 -0.10612
Cl 1.65317 13.13949 -3.25015
Cl 9.27323 -9.58216 -0.08251
Cl -8.77176 -8.91371 1.96929
Cl 1.95169 5.92143 -0.77727
Cl 3.11716 -9.16143 -3.01999
Cl -4.86209 -3.25050 0.34783
Cl -3.66317 5.52883 -3.60062
Cl -3.83534 3.44542 0.18845
Cl -5.51738 -5.14618 2.40344
Cl -0.04999 7.97079 -0.46287
Cl 1.99588 7.58879 1.56715
Cl -1.63333 -5.37862 -5.21557
Cl 4.09230 -6.66429 -1.95665
Cl -8.27720 -0.11934 -3.44648
Cl -9.97023 -1.16065 -1.35465
Cl 0.17217 10.51731 1.41904
Cl -1.24420 7.08905 -3.74252
Cl -1.94556 -5.32618 -2.34356
Cl -5.63030 -3.64267 7.79510
Cl -7.35493 -11.07161 0.67883
Cl 1.87044 10.91882 -1.42132
Cl -0.57151 11.33721 -2.87965
Cl 5.95070 -8.61029 -2.98060
Cl -3.41213 -3.29872 5.98257
Cl 0.14178 -3.77386 -3.59265
Cl -3.51148 -5.59830 7.72262
P -1.04459 -2.83213 0.04133
P 0.00064 -1.33560 1.25110
F 0.86299 2.65413 1.37761
F -2.17691 0.92492 1.55854
F -1.79075 2.88518 2.34916
F -0.84839 3.08382 0.10133
F -0.98889 0.64152 -0.82590
F 0.81963 1.75389 -1.22704
F -0.59219 1.22608 2.99924
O -1.70026 -2.14271 -1.21649
O 0.07322 -3.82706 -0.54085
O -2.00536 -3.53814 0.89524
O 2.95496 1.22147 0.12070
N 1.32391 -1.45386 -2.20324
N 2.36859 0.29982 3.27681
N 3.34735 -1.09352 0.42027
C -0.77527 -5.27711 -3.67235
C 0.17760 1.06367 -0.26806
C 2.37578 0.17181 2.13596
C 1.00363 -0.20641 0.07845
C 1.19204 11.46126 -2.95366
C 1.14977 -0.90022 -1.21190
C -7.93064 -9.41105 0.49624
C 2.48156 0.03372 0.62988
C -5.50068 3.73609 0.68908
C 7.63722 0.85861 1.69348
C 6.70512 1.56024 0.70145
C 5.23122 1.42453 1.12211
C -1.21493 1.74749 1.95765
C 4.35760 1.37046 -0.12190
C 0.34222 12.20026 1.92141
C 9.27639 -7.81550 -0.09223
C 4.34796 -7.90778 -3.19258
C 0.94806 6.78527 0.39751
C -1.89914 5.45051 -3.68168
C -0.21890 2.11480 0.80928
C -5.50878 -4.87452 0.66355
C -4.47401 -4.47823 6.75523
C -8.56156 -1.49029 -2.36887
H 7.51774 1.26001 2.70005
H 0.80153 -3.84732 0.09316
H 4.73967 0.62769 -0.82571
H 2.93879 -1.96369 0.73087
H 4.44012 2.32594 -0.64140
H 3.63485 -1.17741 -0.54783
H 6.99504 2.61030 0.66221
H 0.96113 -2.15601 1.87453
H 8.67622 0.97468 1.38411
H 6.86176 1.10244 -0.27797
H 7.42734 -0.21169 1.73518
H 4.94126 2.27834 1.73436
H -2.61725 -1.89277 -1.03164
H 5.11894 0.50808 1.70110
```

* Kohn-Sham gap: 10.08 eV
* molar mass: 2293.1 g mol⁻¹
* largest force on an atom: 1.55 eV Å⁻¹



No. 6
C3H4S2 | wB97M-V/def2-TZVPD

XYZ file:
```
9
C3H4S2, DFT wB97M-V/def2-TZVPD
S -0.48662 0.77512 1.46584
S -1.90298 1.89120 -0.92890
C -1.53694 1.87789 0.64448
C 0.38202 -0.56513 -0.84460
C 0.52856 -0.53757 0.46212
H 1.00171 -1.21932 1.08963
H -0.05540 0.21000 -1.45668
H 0.75593 -1.27673 -1.52356
H -2.00254 2.58243 1.41790
```

* Kohn-Sham gap: 8.46 eV
* molar mass: 104.2 g mol⁻¹
* largest force on an atom: 4.39 eV Å⁻¹
* structure (SMILES): C=CSC=S